1 | This record from the Open Molecules 2025 dataset describes 4 unconnected molecules or ions with the total composition C3H15NO3S. The level of theory is ωB97M-V/def2-TZVPD.

Geometry as XYZ:
```
23
Properties=species:S:1:pos:R:3:nbo_charge:R:1
C -0.836 0.765 -1.899 -0.427
N 0.391 0.083 -1.495 -0.663
C 0.567 -0.066 -0.058 -0.237
C 1.396 -1.299 0.252 -0.486
S 1.648 -1.524 2.068 -0.097
H -1.222 1.447 -1.142 0.213
H -0.651 1.333 -2.807 0.199
H -1.608 0.041 -2.168 0.192
H 1.211 0.464 -1.952 0.371
H -0.421 -0.135 0.398 0.207
H 1.069 0.809 0.376 0.186
H 2.372 -1.280 -0.202 0.223
H 0.883 -2.212 -0.030 0.222
H 2.961 -1.279 2.132 0.137
O -0.376 1.009 2.921 -0.979
H -0.330 1.310 3.834 0.479
H 0.000 0.118 2.870 0.496
O -2.211 2.260 1.090 -0.966
H -1.617 2.042 1.826 0.496
H -2.306 3.217 1.109 0.463
O -0.197 -2.493 -2.732 -0.973
H -0.059 -1.605 -2.328 0.488
H -0.665 -3.004 -2.064 0.457
```

The calculation puts the orbital gap at 0.3545 hartree. The calculation puts the highest occupied orbital energy at -9.129 eV. As for the spin multiplicity: 1. Its SMILES is CNCCS.O.O.O.

---

2 | This record from the Open Molecules 2025 dataset describes 4 unconnected molecules or ions with the total composition C3H15NO3S. The level of theory is ωB97M-V/def2-TZVPD.

Geometry as XYZ:
```
23
Properties=species:S:1:pos:R:3:nbo_charge:R:1
C -0.636 2.414 1.606 -0.431
N -0.180 1.213 0.950 -0.638
C 1.273 1.182 0.864 -0.216
C 1.702 -0.156 0.208 -0.537
S 3.266 -0.864 0.748 -0.035
H -1.380 2.970 1.027 0.194
H 0.103 3.178 1.871 0.200
H -1.191 2.257 2.544 0.185
H -0.494 0.317 1.294 0.362
H 1.680 2.007 0.290 0.199
H 1.761 1.098 1.849 0.160
H 0.985 -0.979 0.201 0.219
H 1.814 0.049 -0.843 0.228
H 2.846 -1.339 1.925 0.109
O -0.941 -2.921 -1.593 -0.940
H -0.937 -3.439 -0.773 0.468
H -0.600 -3.607 -2.183 0.474
O -2.950 1.783 -1.124 -0.921
H -3.892 2.007 -1.117 0.460
H -2.854 1.474 -0.214 0.462
O -3.350 -1.064 -1.999 -0.948
H -2.678 -1.508 -1.501 0.478
H -2.999 -0.942 -2.882 0.468
```

The calculation puts the orbital gap at 0.3357 hartree. The calculation puts the highest occupied orbital energy at -8.754 eV. As for the spin multiplicity: 1. Its SMILES is CNCCS.O.O.O.

---

Stability ranking, top and bottom: 1 is the most stable and 2 is the least stable.

---

1 | This record from the Open Molecules 2025 dataset describes a single CH2N4O molecule. The level of theory is ωB97M-V/def2-TZVPD.

Geometry as XYZ:
```
8
Properties=species:S:1:pos:R:3:nbo_charge:R:1
H -0.878 -1.533 -1.700 0.357
N -0.320 -0.665 -1.819 -0.655
C -0.157 -0.251 -0.629 0.555
N -0.571 -0.815 0.588 -0.239
N -0.082 -0.133 1.515 0.053
N 0.762 0.811 1.031 -0.141
O 0.611 0.843 -0.343 -0.317
H 0.635 1.744 1.356 0.387
```

The calculation puts the orbital gap at 0.3567 hartree. The calculation puts the highest occupied orbital energy at -9.892 eV. As for the spin multiplicity: 1. Its SMILES is [H]/N=c1\nn[nH]o1.

---

2 | This record from the Open Molecules 2025 dataset describes a single CH2N4O molecule. The level of theory is ωB97M-V/def2-TZVPD.

Geometry as XYZ:
```
8
Properties=species:S:1:pos:R:3:nbo_charge:R:1
H 2.286 -0.065 0.661 0.359
N 1.899 -0.565 -0.115 -0.646
C 0.707 -0.274 -0.182 0.579
N -0.250 -0.605 -1.182 -0.211
N -1.384 -0.157 -0.913 0.055
N -1.282 0.701 0.181 -0.163
O 0.038 0.537 0.685 -0.353
H -2.013 0.427 0.865 0.381
```

The calculation puts the orbital gap at 0.3669 hartree. The calculation puts the highest occupied orbital energy at -10.183 eV. As for the spin multiplicity: 1. Its SMILES is [H]/N=c1/nn[nH]o1.

---

3 | This record from the Open Molecules 2025 dataset describes a single CH2N4O molecule. The level of theory is ωB97M-V/def2-TZVPD.

Geometry as XYZ:
```
8
Properties=species:S:1:pos:R:3:nbo_charge:R:1
H -2.570 0.698 -0.080 0.384
N -1.975 -0.160 0.007 -0.682
C -0.767 -0.017 -0.032 0.568
N -0.001 1.185 0.033 -0.296
N 1.236 0.839 0.009 0.058
N 1.320 -0.490 -0.080 -0.151
O 0.109 -1.153 0.041 -0.304
H 2.244 -0.986 0.162 0.422
```

The calculation puts the orbital gap at 0.3583 hartree. The calculation puts the highest occupied orbital energy at -9.498 eV. As for the spin multiplicity: 1. Its SMILES is [H]/N=c1\nn[nH]o1.

---

Stability ranking, top and bottom: 1 is the most stable and 3 is the least stable.